ORCA calculation (wB97M-V/def2-TZVPD) on a 3-piece molecular cluster, C6H14N2 overall.

Geometry (Å):
C -1.130 -2.736 -1.866
C 1.153 0.541 1.047
C 1.886 -1.249 -0.492
C 0.724 0.815 -1.281
C -1.520 -0.338 0.427
C 0.739 -0.322 -0.209
N -0.440 -3.625 -2.060
N -0.579 -0.773 -0.219
H -1.819 -1.892 -1.739
H -3.517 2.554 3.135
H 2.240 0.596 1.173
H 0.603 1.602 0.912
H 0.800 0.131 1.994
H 2.885 -1.015 -0.281
H 1.809 -1.408 -1.632
H 1.579 -2.222 -0.014
H 0.838 0.516 -2.277
H -0.099 1.485 -0.984
H 1.691 1.366 -1.094
H -2.526 -0.738 0.341
H -1.566 0.317 1.268
H -4.222 2.826 3.124

For the largest force on an atom, the calculation gives 5.53 eV Å⁻¹. Its energy above the lowest of the compared OMol25 structures with the same formula, charge and spin is 4.104 eV. The lowest unoccupied orbital energy is 0.783 eV. The HOMO-LUMO gap comes out at 10.18 eV. For the HOMO energy, the calculation gives -9.3941 eV.

Atom charges from the Mulliken analysis, given in e for atoms 1 to 5:
1. C 0.25
2. C -1.46
3. C -1.44
4. C -1.38
5. C -0.34